Molecular formula: C4H12O
Method: DFT, the ωB97M-V functional and the def2-TZVPD basis

Element x y z (Å)
1 C -1.72 1.11 -1.19
2 O -2.64 2.09 -0.94
3 H -2.16 2.99 -0.73
4 H -0.91 1.22 -0.44
5 H -1.36 1.26 -2.23
6 H -2.18 0.11 -1.24
7 C 0.80 -1.34 0.54
8 C 1.22 -0.86 1.85
9 C 0.88 -0.32 -0.68
10 H 1.39 -2.23 0.34
11 H -0.17 -1.71 0.54
12 H 1.46 -1.73 2.48
13 H 0.65 -0.26 2.61
14 H 0.33 0.55 -0.28
15 H 1.78 0.19 -0.95
16 H 2.17 -0.29 1.89
17 H 0.44 -0.77 -1.57

As for the spin multiplicity: 1. Its SMILES is CCC.CO. The value obtained for the calculated total energy is -6388.0473 eV. For the LUMO energy, the calculation gives 0.8 eV. As for the net charge: 0. The frontier orbital gap is 0.392 hartree.